{"formula": "C8H16N2O3S2", "method": "ωB97M-V/def2-TZVPD", "gap_ev": 8.7, "smiles": "CSCC[C@H](N)C(=O)N[C@@H](CS)C(=O)O", "energy_ha": -1446.0526, "species": ["C", "S", "C", "C", "C", "N", "C", "O", "N", "C", "C", "S", "C", "O", "O", "H", "H", "H", "H", "H", "H", "H", "H", "H", "H", "H", "H", "H", "H", "H", "H"], "coordinates": [[-4.1016, 2.0867, -2.2632], [-2.8227, 3.3664, -2.0457], [-1.8913, 2.7347, -0.6213], [-1.1782, 1.3969, -0.8375], [-0.2047, 1.0208, 0.2814], [0.9369, 1.9121, 0.3161], [0.2948, -0.4306, 0.1286], [0.3689, -0.9864, -0.9528], [0.8023, -1.0128, 1.2779], [1.8872, -1.9693, 1.3685], [1.6683, -3.2731, 0.6149], [0.2441, -4.2255, 1.1124], [3.2069, -1.2356, 1.0374], [3.2808, -0.0477, 1.1583], [4.2618, -1.9335, 0.5363], [-3.7048, 1.0727, -2.3505], [-4.7212, 2.3885, -3.1405], [-4.7659, 2.0942, -1.3469], [-1.1336, 3.5131, -0.4781], [-2.4672, 2.7337, 0.3247], [-1.8590, 0.5730, -0.9824], [-0.6286, 1.4274, -1.7692], [-0.7245, 1.0673, 1.2609], [1.5833, 1.6537, -0.4478], [1.4319, 1.7009, 1.1700], [0.6726, -0.4682, 2.0978], [1.9384, -2.1875, 2.4290], [2.5783, -3.8783, 0.7202], [1.5522, -2.9903, -0.4185], [-0.6574, -3.1736, 1.1605], [4.1520, -2.9297, 0.6596]], "forces_ev_per_angstrom": [[-1.0255, 0.4717, 1.0062], [-0.0908, -0.5731, 0.1067], [0.3510, 0.0941, 0.4315], [0.1735, 0.0457, 0.0486], [-0.9477, -0.5655, 0.3238], [0.4574, -0.1781, -0.3186], [0.6244, -0.3071, -0.4718], [0.0424, 0.1031, 0.2047], [-0.6696, 0.0363, -0.4379], [-0.0627, 0.1664, 0.2952], [0.4497, 0.8305, -0.4687], [-0.9050, 0.3604, 0.5037], [0.0765, -0.0411, -0.7386], [0.2702, -0.0760, 0.0450], [-0.4913, -1.6576, 0.7826], [0.0615, 0.2512, -0.3533], [0.5858, -0.4079, 0.6282], [0.5722, 0.0110, -1.0271], [-0.0020, -0.1299, -0.0175], [-0.1019, -0.0816, -0.5643], [-0.5331, -0.2333, 0.1165], [0.2933, 0.1543, -0.2730], [0.1544, 0.2379, -0.3427], [-0.4265, 0.3011, 0.4869], [0.4818, 0.2452, 0.0733], [0.0223, 0.3638, 0.5551], [0.1766, -0.2328, 0.3554], [-0.5313, -0.2665, 0.0374], [0.1104, -0.1822, -0.4905], [0.8099, -0.7497, -0.1511], [0.0744, 2.0100, -0.3457]]}



{"formula": "C8H16N2O7S", "method": "ωB97M-V/def2-TZVPD", "gap_ev": 10.2, "energy_ha": -1348.7885, "species": ["C", "C", "O", "O", "C", "O", "C", "O", "S", "O", "O", "C", "N", "H", "H", "H", "H", "H", "H", "H", "H", "H", "C", "C", "O", "N", "C", "H", "H", "H", "H", "H", "H", "H"], "coordinates": [[-0.0334, -3.0450, 2.5704], [-1.0185, -3.2016, 1.4696], [-1.3316, -4.2547, 0.9870], [-1.5551, -2.0013, 0.9949], [-1.3568, -1.8685, -0.3793], [-2.2532, -1.9832, -1.1705], [0.0551, -1.5110, -0.7862], [0.0985, -0.1409, -1.1028], [1.6110, 0.5522, -1.1643], [2.2334, 0.1750, 0.0714], [2.3733, -0.3350, -2.3176], [3.1103, -1.4744, -1.8934], [3.7818, -1.9773, -3.0935], [0.9417, -3.0210, 2.1144], [-0.2024, -2.1313, 3.1134], [-0.1056, -3.8732, 3.2514], [0.2764, -2.1223, -1.6499], [0.7475, -1.7794, 0.0032], [2.4651, -2.2359, -1.4752], [3.8710, -1.2139, -1.1772], [4.3161, -2.7836, -2.7945], [3.0572, -2.3648, -3.6857], [-1.7578, 2.8063, -0.6628], [-0.7498, 3.1888, 0.3953], [0.4314, 2.8971, 0.3041], [-1.2062, 3.8796, 1.4728], [-2.5637, 4.3115, 1.7527], [-1.2494, 2.2634, -1.4519], [-2.5327, 2.1654, -0.2410], [-2.2215, 3.6968, -1.0887], [-0.4879, 4.1040, 2.1417], [-2.5987, 5.3984, 1.8433], [-2.9094, 3.8719, 2.6897], [-3.2361, 4.0081, 0.9592]], "forces_ev_per_angstrom": [[-0.5740, 0.3489, 0.2268], [-0.4957, -0.9122, -0.1395], [0.2281, 0.7315, 0.0037], [0.5819, -0.2255, -0.2637], [-1.6359, 0.0913, -1.0534], [0.9260, 0.2397, 1.0769], [-0.1830, -0.7086, 0.2152], [0.4748, 0.2579, -0.4115], [-0.3809, 0.2984, -0.5414], [0.4791, -0.1829, 0.7348], [-0.7288, 0.1856, 0.4193], [0.7759, -0.5875, -0.9950], [-0.4696, 0.0399, 0.4581], [0.5215, 0.0415, -0.0685], [0.0680, 0.4300, 0.1100], [0.0783, -0.4597, 0.1124], [0.0641, -0.0541, -0.4545], [0.2194, 0.2227, 0.2762], [-0.3884, 0.0198, 0.3160], [0.1331, 0.2743, 0.3756], [0.3344, -0.0317, -0.0532], [-0.0124, 0.0467, -0.3246], [0.0351, 0.0140, 0.0155], [-0.0168, -0.0141, 0.0129], [0.0595, -0.0620, -0.0453], [-0.1715, -0.0253, -0.1214], [0.3330, 0.0319, 0.1721], [0.0666, -0.0211, 0.0195], [-0.0631, 0.0380, -0.0379], [-0.0826, -0.0274, 0.0184], [0.0334, 0.0086, 0.0316], [-0.1047, -0.0020, -0.0160], [-0.1014, 0.0182, -0.0276], [-0.0033, -0.0247, -0.0417]]}



{"formula": "C8H16N3", "method": "ωB97M-V/def2-TZVPD", "gap_ev": 8.2, "smiles": "CC/N=C/C=[N+]=NC(C)(C)C", "energy_ha": -478.2956, "total_charge": 1, "species": ["C", "C", "N", "C", "C", "N", "N", "C", "C", "C", "C", "H", "H", "H", "H", "H", "H", "H", "H", "H", "H", "H", "H", "H", "H", "H", "H"], "coordinates": [[-3.4799, -0.4127, 0.4354], [-2.1282, -0.7506, -0.0389], [-1.3170, 0.3776, -0.2984], [-1.6514, 1.5402, -0.6702], [-0.5425, 2.4025, -0.9156], [0.5917, 1.7317, -0.8146], [0.6635, 0.5664, -0.4775], [1.6995, -0.2430, 0.0752], [1.1316, -0.4364, 1.5437], [3.0064, 0.5197, 0.0389], [1.9544, -1.5043, -0.7539], [-4.2030, -0.4356, -0.3927], [-3.5879, 0.5420, 1.0906], [-3.9044, -1.2088, 1.1498], [-2.2602, -1.3347, -0.9446], [-1.4924, -1.5129, 0.4651], [-2.7063, 1.7866, -0.8713], [-0.6191, 3.5143, -1.1009], [0.9461, 0.4923, 1.9731], [0.1824, -0.9310, 1.2563], [1.7433, -1.1493, 2.1270], [3.4071, 0.7976, -0.9301], [3.0132, 1.4487, 0.6231], [3.6268, -0.2266, 0.5595], [2.8087, -2.1430, -0.5272], [1.0929, -2.2183, -0.7286], [2.0248, -1.2125, -1.8732]], "forces_ev_per_angstrom": [[-2.8338, 0.0036, 3.1081], [1.3292, -2.3643, -0.6924], [2.2509, -0.0145, -0.0296], [0.0726, -0.1502, -0.0523], [0.5866, 1.4330, -0.4090], [-0.2457, 1.1956, 0.6310], [-3.5499, 1.4097, -2.4536], [0.7680, -0.7738, 1.6523], [0.4522, -3.1061, -2.5353], [0.6009, 0.5515, 1.3114], [-1.9772, -0.7746, -2.2983], [0.2515, 0.5614, 0.2673], [0.4028, -1.4339, -1.4130], [0.8722, 0.9137, -1.0672], [0.0181, 0.2617, -0.7394], [-0.7595, 0.8342, 0.7749], [0.6434, 0.1527, 0.2784], [0.4165, -1.7975, -0.1110], [-0.1027, 1.4847, 1.0087], [0.3784, 0.1581, 1.1140], [-0.2724, 0.6441, -0.1644], [-0.1698, -0.4991, -0.3016], [-0.2516, -0.2991, 0.0851], [0.4436, 0.6416, -0.3592], [0.1857, 0.6784, 0.4389], [0.3926, 0.6364, 0.1279], [0.0972, -0.3474, 1.8284]]}



{"formula": "C8H16N3", "method": "ωB97M-V/def2-TZVPD", "gap_ev": 8.1, "energy_ha": -478.3574, "total_charge": 1, "species": ["C", "C", "C", "C", "C", "C", "C", "C", "N", "N", "N", "H", "H", "H", "H", "H", "H", "H", "H", "H", "H", "H", "H", "H", "H", "H", "H"], "coordinates": [[1.8053, 1.7681, 0.9224], [1.3483, 3.0707, 1.1990], [0.9420, 1.2759, -0.0376], [-2.2027, -1.6681, 0.0565], [1.5236, -2.7461, 0.3950], [-1.3040, 2.0956, -0.8242], [-0.9325, -2.3322, 0.4379], [0.2553, -2.1944, -0.1200], [0.2464, 3.3060, 0.5244], [-0.0048, 2.2147, -0.2601], [0.4826, -1.4093, -1.3692], [2.6481, 1.1383, 1.2467], [1.8453, 3.7946, 1.9194], [-2.6220, -1.2832, 0.8855], [1.0717, 0.2465, -0.5767], [-2.8220, -2.4516, -0.4226], [2.2224, -2.6462, -0.3887], [1.8536, -2.1530, 1.1591], [1.4532, -3.8177, 0.8348], [-2.0638, 1.7912, -0.0776], [-1.8167, 3.1152, -1.1217], [-1.1803, 1.2691, -1.5247], [-1.9712, -0.8254, -0.7294], [-1.0293, -2.8761, 1.2865], [0.6488, -2.1060, -2.0826], [-0.1213, 4.2357, 0.3524], [-0.2760, -0.8122, -1.6844]], "forces_ev_per_angstrom": [[0.0986, 0.1222, -0.2825], [2.8059, -0.3014, 2.3832], [-0.0135, -0.8498, -0.4560], [2.0460, -0.4731, -4.9383], [-1.1867, -3.0957, -0.2557], [-2.5077, 0.7694, -0.0711], [0.2954, 1.8475, -1.7014], [-0.7540, 0.8622, -1.4332], [0.3454, -0.5029, -0.2616], [0.3678, 0.9882, 0.3923], [0.1262, -0.5754, 1.1679], [-0.4091, 1.0851, 0.1791], [-1.0523, -0.8038, -1.2956], [-1.8571, 1.4182, 2.6541], [-0.8520, 1.7523, 0.6838], [-0.2090, 0.7520, 0.2248], [1.1440, -0.5216, -0.7661], [1.0127, 1.6211, 2.1769], [0.0792, 1.7492, -1.0547], [0.7072, -0.3610, 0.0161], [1.7580, -1.9803, -0.3904], [-0.7233, 0.6816, -0.6264], [-0.9081, -1.5161, 1.4570], [0.1245, -1.8278, 2.5816], [0.2364, 0.1881, -0.3906], [-0.4156, -0.3925, -0.1812], [-0.2592, -0.6358, 0.1880]]}



{"formula": "C8H16N3", "method": "ωB97M-V/def2-TZVPD", "gap_ev": 10.3, "smiles": "C=CN1[NH2+][C@H](C)N=C1C(C)C", "energy_ha": -478.2978, "total_charge": 1, "species": ["C", "C", "N", "N", "C", "C", "N", "C", "C", "C", "C", "H", "H", "H", "H", "H", "H", "H", "H", "H", "H", "H", "H", "H", "H", "H", "H"], "coordinates": [[1.7562, 0.5798, 2.3760], [1.5115, -0.1934, 1.3493], [0.2457, -0.5768, 0.8539], [-0.8832, 0.0132, 1.6534], [-1.5865, 1.1202, 0.7180], [-3.0589, 0.9478, 0.6683], [-1.0454, 0.9175, -0.5289], [-0.1922, 0.0603, -0.7477], [0.5011, -0.3515, -1.8922], [1.9107, 0.1311, -2.0455], [0.3921, -1.8780, -1.8865], [2.7541, 0.8464, 2.7428], [0.9885, 1.0488, 2.9784], [2.2804, -0.8597, 1.0244], [-1.5191, -0.6763, 1.8447], [-0.3863, 0.2696, 2.5306], [-1.1700, 2.0780, 1.0885], [-3.4009, 1.7254, 0.0543], [-3.4847, 0.0587, 0.2945], [-3.4433, 0.9592, 1.7670], [-0.0263, -0.2011, -2.8693], [2.2662, -0.1945, -3.0635], [2.6587, -0.2742, -1.1962], [1.9517, 1.2763, -2.1693], [1.0320, -2.2488, -2.7425], [-0.6304, -2.3470, -1.9181], [0.5781, -2.2310, -0.8843]], "forces_ev_per_angstrom": [[0.5802, 1.2636, 1.1913], [-0.4213, -0.7342, 0.2249], [-2.1505, 0.1684, -1.6497], [3.8852, 1.7774, -1.6866], [1.3943, -0.0337, 0.9765], [-0.5017, 0.2182, 4.1187], [0.1227, -0.2534, -1.6864], [-0.4797, 1.6669, 4.3884], [-0.1636, -2.4851, -2.9799], [2.5280, 0.9365, 0.0850], [-0.0914, -1.6288, -0.2874], [-0.3519, -0.6382, -0.3009], [-0.0647, 0.4449, -0.0848], [0.4954, 0.0609, -0.9155], [-1.9300, -2.4994, 0.4804], [-1.0069, 0.4405, -0.5295], [-0.8866, -0.2878, 0.0941], [-0.9352, 1.3202, -0.3907], [0.3537, -1.4189, -0.8311], [0.2461, 0.6662, -1.8866], [-0.0923, 1.2130, 1.1807], [-0.1143, -0.1010, 1.1982], [-1.6981, 1.1000, -2.0774], [-0.0096, -1.6574, 0.7841], [-0.6859, -0.1281, 1.3971], [0.4828, 1.1158, -0.9408], [1.4953, -0.5265, 0.1281]]}



{"formula": "C8H16N3O", "method": "ωB97M-V/def2-TZVPD", "gap_ev": 9.5, "smiles": "C=[N+]1CC[N+](C)(/C=C(/N)[O-])CC1", "energy_ha": -553.6621, "total_charge": 1, "species": ["C", "N", "C", "C", "N", "C", "C", "C", "N", "O", "C", "C", "H", "H", "H", "H", "H", "H", "H", "H", "H", "H", "H", "H", "H", "H", "H", "H"], "coordinates": [[0.1063, -1.9718, -0.1624], [1.3454, -1.4347, -0.0746], [1.5707, -0.6490, 1.1217], [0.9490, 0.7534, 0.9439], [0.0692, 0.8250, -0.2631], [-0.4751, 2.1953, -0.3616], [-1.0520, -0.1337, -0.1997], [-1.9172, -0.0977, 1.0045], [-3.0120, -0.8784, 0.9041], [-1.6588, 0.5517, 2.0027], [0.8971, 0.5318, -1.4671], [1.7883, -0.7109, -1.2484], [-0.2812, -2.4535, 0.7208], [-0.1578, -2.4257, -1.1045], [2.6445, -0.5696, 1.2986], [1.1188, -1.1677, 1.9668], [0.3361, 1.0076, 1.8115], [1.7226, 1.5127, 0.8198], [0.3291, 2.9265, -0.4335], [-1.1088, 2.2730, -1.2438], [-1.0664, 2.4075, 0.5280], [-1.5921, -0.1703, -1.1352], [-3.2263, -1.4171, 0.0846], [-3.6566, -0.9064, 1.6774], [1.5204, 1.4036, -1.6726], [0.2302, 0.3834, -2.3175], [1.7498, -1.3668, -2.1190], [2.8266, -0.4180, -1.0815]], "forces_ev_per_angstrom": [[-1.4833, 2.1603, -0.0630], [0.5489, -0.3488, -0.0122], [-0.0660, 0.0716, 0.1785], [0.4680, -0.0388, 0.9734], [-0.2529, 0.1653, 0.0937], [-0.3747, 0.9087, 0.0151], [0.9226, -2.7850, 0.0382], [0.0862, 0.0578, -0.3205], [-0.2634, -0.1893, 0.0684], [-0.0154, 0.1501, 0.3294], [0.4192, -0.2280, -0.7084], [0.0478, -0.0289, -0.1031], [-0.0646, -0.0077, 0.1553], [-0.0169, -0.0479, -0.1355], [-0.0972, 0.0239, 0.0395], [0.0406, 0.0618, -0.0093], [0.1286, 0.0463, -0.3049], [-0.0684, -0.0296, -0.1789], [0.1153, -0.1387, -0.0122], [0.0629, -0.1114, -0.0124], [0.0473, -0.1402, -0.0421], [0.0510, 0.1936, -0.1791], [-0.0002, 0.0190, -0.0251], [0.0470, 0.0217, 0.0101], [-0.1439, 0.0091, 0.1010], [-0.0984, 0.1515, 0.1602], [0.0468, 0.0902, 0.0460], [-0.0871, -0.0365, -0.1020]]}



{"formula": "C8H16N3O", "method": "ωB97M-V/def2-TZVPD", "gap_ev": 9.4, "energy_ha": -553.5841, "total_charge": 1, "species": ["C", "C", "C", "C", "C", "C", "C", "C", "N", "N", "N", "O", "H", "H", "H", "H", "H", "H", "H", "H", "H", "H", "H", "H", "H", "H", "H", "H"], "coordinates": [[4.3929, -0.2042, 0.4432], [-1.9520, -1.3533, 0.4747], [-2.7958, -0.2290, -0.2732], [-0.6942, -1.9231, -0.2123], [-2.3280, 1.2006, -0.0213], [0.5071, -0.9889, -0.2392], [-0.7527, 1.4341, 0.1720], [0.1244, 0.5272, -0.6611], [1.8627, 1.8930, -0.0920], [4.0923, -1.3309, 0.7481], [1.5080, 1.0314, -0.8201], [4.4154, 0.9126, 0.0821], [-1.4492, -1.0034, 1.4353], [-2.7086, -2.0823, 0.7590], [-2.7748, -0.3395, -1.4189], [-3.7934, -0.1827, 0.0561], [-0.3703, -2.7701, 0.3055], [-1.0306, -2.0506, -1.2066], [-2.6544, 1.9280, -0.7399], [-2.7077, 1.4967, 0.9432], [1.0904, -0.8455, 0.6207], [1.0755, -1.2977, -1.0804], [-0.7649, 2.4011, -0.3031], [-0.4456, 1.3476, 1.2676], [-0.4177, 0.3131, -1.6419], [1.3169, 2.2008, 0.6547], [2.8781, 2.1549, -0.1348], [4.3761, -2.2399, 0.8828]], "forces_ev_per_angstrom": [[-1.0807, -2.0408, -0.0760], [0.3091, 1.4103, 1.3218], [2.6228, 0.1797, -1.6902], [-1.4599, 2.3814, 0.2344], [1.9761, -0.6198, 1.5511], [-1.9749, 1.9861, -1.1708], [-1.0892, -1.3640, 0.5097], [-0.2690, -1.2710, -0.9062], [3.6406, 1.6204, 0.8746], [-0.2959, 3.7460, -0.5310], [-2.4726, -2.6779, -3.5622], [0.5199, 0.1020, 0.3223], [-1.4857, 0.1976, -0.5881], [0.4962, -0.5028, -0.0594], [-0.1846, -0.5207, 1.6161], [-1.3936, -0.7536, 0.1964], [0.2068, -1.7751, 0.3380], [0.2971, -1.0073, -1.3393], [-0.4085, 0.0412, -0.4969], [-0.4196, 0.3429, 0.2681], [0.7332, -0.7058, 1.5222], [1.1561, -0.4137, -0.3766], [1.1193, 0.8974, 0.5912], [-0.5610, 0.6332, -1.2534], [1.4124, 0.8525, 0.6301], [-1.5899, 1.2740, 1.6595], [-0.7897, -0.1926, 0.1168], [0.9850, -1.8194, 0.2977]]}



{"formula": "C8H16N4O2", "method": "ωB97M-V/def2-TZVPD", "gap_ev": 9.0, "energy_ha": -683.8998, "species": ["C", "C", "C", "C", "C", "C", "C", "C", "N", "N", "N", "N", "O", "O", "H", "H", "H", "H", "H", "H", "H", "H", "H", "H", "H", "H", "H", "H", "H", "H"], "coordinates": [[0.8181, -2.9239, -0.3837], [0.7090, 1.3091, -0.7300], [1.9170, 1.4881, 0.2017], [0.9096, -0.4896, 0.6751], [3.2186, 1.7968, -0.5136], [-3.7201, -0.1367, -0.2377], [-1.2276, -0.3082, -0.5875], [-2.3729, 0.5345, 0.0224], [-0.0945, -3.6085, -0.1569], [0.0487, 0.1735, -0.1339], [0.4314, -1.2418, 1.7235], [1.6504, -1.9699, -0.5742], [2.0089, 0.2437, 0.9136], [-2.1552, 0.7611, 1.3932], [0.0511, 2.1788, -0.7204], [1.0178, 1.0971, -1.7616], [1.7103, 2.2583, 0.9574], [3.1615, 2.7878, -0.9576], [3.4020, 1.0625, -1.2940], [4.0418, 1.7728, 0.1947], [-4.5206, 0.4741, 0.1736], [-3.8818, -0.2625, -1.3045], [-3.7488, -1.1153, 0.2386], [-1.3290, -1.3528, -0.2898], [-1.2725, -0.2616, -1.6794], [-2.3661, 1.5345, -0.4252], [-0.0767, -2.0728, 1.4102], [1.1802, -1.5053, 2.3509], [2.6167, -2.1316, -0.3482], [-2.1272, -0.0923, 1.8433]], "forces_ev_per_angstrom": [[-0.2124, -0.6449, -0.0780], [0.1296, -0.1233, -0.0131], [-0.0339, 0.6691, -0.3287], [-0.5312, 0.1639, -0.0640], [-0.2777, -0.2490, 0.2639], [0.3052, 0.3301, 0.0631], [-0.3440, 0.2893, 0.4033], [-0.0829, -0.3027, -0.4263], [-0.5275, -0.5132, 0.2065], [0.6266, 0.0099, 0.1814], [0.1425, 0.0075, -0.0375], [0.6158, 1.7845, -0.1664], [-0.0936, -0.5999, 0.0813], [-0.0656, -0.0036, 0.3039], [0.0485, 0.0232, -0.0280], [0.0226, 0.0167, 0.0159], [-0.0043, -0.1682, -0.1362], [0.0179, 0.0804, -0.0524], [0.0295, -0.0581, -0.0808], [0.1119, 0.0619, 0.0328], [-0.0543, 0.0087, -0.0073], [-0.0831, -0.0749, -0.1495], [-0.0005, -0.1269, 0.0158], [-0.0780, -0.0146, -0.0965], [0.0216, -0.1419, 0.0049], [-0.0034, -0.0873, -0.0157], [0.0378, -0.0242, 0.0498], [0.0006, -0.0422, -0.0653], [0.1930, -0.3351, 0.0657], [0.0895, 0.0650, 0.0574]]}